Formula: C9H10NOP
Source: the Open Molecules 2025 dataset
Level of theory: wB97M-V/def2-TZVPD

Structure (XYZ):
```
22
Properties=species:S:1:pos:R:3:forces:R:3:nbo_charge:R:1
P 2.92574 0.22127 0.64055 0.2 -2.6 -0.3 1.028
O 3.16882 -2.50364 0.28743 -0.5 2.9 0.3 -0.866
N 5.55242 0.63998 -0.47140 -0.1 0.0 -0.3 -0.213
C -2.24749 -0.07434 0.22724 1.0 1.0 0.0 0.008
C 0.04665 -0.79772 0.29127 -0.6 1.0 -1.6 -0.210
C 1.80530 0.75631 -0.68345 1.3 -0.6 -0.7 -0.799
C -1.30306 -1.05645 0.44722 -1.1 -0.9 0.3 -0.198
C -0.47808 1.47549 -0.25323 2.4 1.0 -1.4 -0.179
C 4.45484 0.43124 -0.18807 0.7 -0.1 0.2 -0.159
C -3.70668 -0.31427 0.35716 0.3 0.7 -0.1 -0.633
C -1.77192 1.21759 -0.15211 -2.3 -0.7 1.5 -0.217
C 0.43415 0.43040 -0.22549 0.1 0.1 0.4 -0.075
H -2.36263 2.10783 -0.21378 -1.1 -0.1 -0.1 0.214
H -3.91282 -1.31755 0.74131 -0.2 0.4 0.2 0.222
H 2.15243 0.53526 -1.73432 -0.6 -0.7 1.0 0.281
H -1.68031 -2.08528 0.66363 0.6 0.9 0.1 0.215
H -4.12144 0.54217 0.94918 -0.2 -1.1 -0.5 0.227
H 1.92631 1.82953 -0.73959 0.1 0.7 0.5 0.266
H 0.72717 -1.58608 0.29485 1.2 -1.2 0.2 0.231
H -0.11706 2.50319 -0.52321 -0.4 -1.1 0.3 0.205
H 2.50892 -2.69810 0.97189 0.2 0.0 0.0 0.425
H -4.00126 -0.25684 -0.68706 -1.0 0.0 0.0 0.228
```
Forces are in eV/Å.

Results
HOMO-LUMO gap (spin up / spin down): 0.25062 / 0.25056 Ha
HOMO level (spin up / spin down): -0.34177 / -0.34183 Ha
total energy: -22317.14624 eV
energy above the lowest of the compared OMol25 structures with the same formula, charge and spin: 94.4 kcal per mole
lowest unoccupied orbital energy (spin up / spin down): -2.480 / -2.484 eV

***

Formula: C34H49BrN7O4P2STi
Source: the Open Molecules 2025 dataset
Level of theory: wB97M-V/def2-TZVPD

Structure (XYZ):
```
99
Properties=species:S:1:pos:R:3:forces:R:3:mulliken_charge:R:1
Br 5.71334 1.00041 5.39718 0.0 0.1 0.0 -0.166
Ti 0.50524 0.27709 -0.09214 -1.3 0.5 -0.3 0.443
S -1.04406 -2.56091 3.39024 0.0 0.0 0.1 0.493
P -2.48261 0.14820 0.47425 0.3 0.0 0.0 1.781
P -0.52533 2.18102 1.59442 0.3 -0.2 -0.1 1.978
O 1.98199 0.81791 1.36516 0.2 0.0 0.0 -0.705
O 6.01306 2.12543 -3.05976 0.0 0.0 0.0 -0.613
O -0.39498 -1.07830 -1.42751 0.2 0.2 0.2 1.385
O 1.19303 -1.21706 1.30602 0.4 -0.1 0.1 -1.022
N -0.60931 -2.02633 -3.46344 0.0 0.0 0.0 0.515
N -1.24430 3.29211 -2.83210 0.1 0.0 0.0 0.304
N 5.57051 2.57895 -0.88295 -0.1 0.0 0.0 -0.295
N -0.02536 1.97556 -1.54831 0.0 -0.1 0.1 0.537
N -0.98988 -3.25752 -1.51673 0.0 0.0 -0.1 0.500
N 3.71866 -2.44186 4.38913 0.0 0.0 0.0 -0.647
N 2.28720 -0.07491 -1.23170 0.4 -0.2 0.0 0.831
C 5.41242 1.87528 -2.03727 0.0 0.0 -0.1 0.166
C 0.44012 3.69423 1.93840 0.0 0.1 0.0 -1.813
C 2.93800 -2.04586 3.39110 0.1 0.1 0.0 -0.534
C -3.67812 4.59890 0.51358 0.0 0.0 0.0 -0.758
C -3.46138 -0.68583 -0.83143 -0.1 0.0 0.0 -1.744
C -1.30539 -4.46415 -2.27444 0.0 0.0 0.0 -0.623
C 4.40803 0.76019 -1.98287 0.1 0.0 -0.1 0.179
C -0.92753 -3.15763 -4.32514 0.0 0.0 0.0 -0.591
C -1.88477 -4.09311 -3.62169 0.0 0.0 0.0 -0.788
C 2.90595 -0.73834 2.91811 -0.1 -0.1 -0.1 0.356
C -4.15691 2.36105 -0.21702 0.0 0.0 0.0 -0.892
C -4.49349 3.70669 -0.16633 0.0 0.0 0.0 -0.880
C 4.65567 -0.40646 -2.70081 -0.1 0.1 0.1 -0.665
C -2.34786 3.73839 -3.66519 0.0 0.0 0.0 -0.833
C -0.96496 -3.39672 -0.07001 0.0 0.0 0.1 -0.826
C -1.89084 -2.64523 4.97488 -0.1 0.0 0.1 -1.193
C -1.10094 2.06152 -2.30318 0.0 0.0 0.0 -1.288
C -0.02248 -0.87334 -4.12605 0.0 0.0 0.0 -1.009
C -0.05272 -4.05432 3.52961 0.1 -0.1 0.0 -1.282
C 1.98778 -0.37798 1.80911 -0.1 0.0 0.0 1.231
C -0.65709 -2.09667 -2.11209 0.1 0.0 0.0 -0.897
C -2.99801 1.90039 0.39741 0.0 0.0 0.0 -0.078
C -2.15560 2.80707 1.06313 0.0 0.0 -0.1 0.112
C 2.57688 -1.22523 -1.86283 -0.1 0.0 0.0 -0.591
C 3.22789 0.88445 -1.27801 0.0 0.0 0.0 -0.429
C 4.55016 -0.20323 4.53729 -0.1 -0.2 -0.1 -0.178
C 4.50783 -1.53173 4.94959 0.1 0.1 0.1 -0.225
C -3.46108 -0.35342 1.94427 -0.1 -0.1 0.0 -1.553
C -0.18881 4.04393 -2.38855 -0.1 0.0 0.0 -0.870
C 3.73352 0.21204 3.50283 0.0 -0.1 0.1 -0.474
C 3.72242 -1.42369 -2.61301 0.0 0.0 0.0 -1.144
C -2.51413 4.15134 1.12130 0.0 0.0 0.0 -0.737
C -0.71408 1.53694 3.29953 0.0 0.0 0.1 -1.074
C 0.55788 3.21974 -1.60202 0.0 0.1 0.0 -0.756
H -0.94800 0.47230 3.28740 0.0 0.0 0.0 -0.181
H -3.26405 3.78294 -3.07789 0.0 0.0 0.0 0.291
H 1.46049 3.37934 2.15916 0.0 0.0 0.0 0.278
H -0.58310 -2.49513 0.39967 0.0 -0.1 0.0 -0.544
H 0.51175 -4.16388 2.60480 0.0 0.0 0.0 0.224
H 3.02086 1.78995 -0.72194 0.0 0.0 0.0 0.473
H -0.40455 -5.07815 -2.38447 0.0 0.0 0.0 0.303
H -2.11676 4.72993 -4.04442 0.0 0.0 0.0 0.321
H 1.46856 3.45164 -1.07648 0.0 0.0 0.0 0.604
H -0.75026 -0.41930 -4.80251 0.0 0.0 0.0 0.335
H -3.94510 5.64611 0.56943 0.0 0.0 0.0 0.435
H -1.80617 1.26632 -2.47801 0.0 0.0 0.0 0.419
H -1.96751 -3.60280 0.31163 0.0 0.0 0.0 0.458
H -0.00428 -3.67658 -4.60847 0.0 0.0 0.0 0.307
H 1.85617 -2.02278 -1.74716 0.0 0.0 0.0 0.630
H 0.64913 -3.99622 4.36100 0.0 0.0 0.0 0.427
H -2.43080 -3.58422 5.09380 0.0 0.0 -0.1 0.378
H 5.14085 -1.86172 5.76490 0.0 0.0 0.0 0.399
H -1.88008 4.86329 1.63291 0.0 0.0 0.0 0.450
H 0.84420 -1.18701 -4.71281 0.0 0.0 0.0 0.350
H 0.24895 1.65187 3.80101 0.0 0.0 0.0 0.501
H -0.68765 -4.93152 3.65257 0.0 0.0 0.0 0.427
H 3.73073 1.23775 3.16118 0.0 0.0 0.0 0.473
H 6.30322 3.26969 -0.86843 0.0 0.0 0.0 0.235
H -5.39905 4.05504 -0.64637 0.0 0.0 0.0 0.465
H 5.56061 -0.49512 -3.28500 0.0 0.0 0.0 0.499
H 5.25914 2.19553 -0.00747 0.0 0.0 0.0 0.181
H -2.02138 -5.04127 -1.68806 0.0 0.0 0.0 0.376
H -4.52540 -0.17578 1.77748 0.0 0.0 0.0 0.533
H 0.45536 4.35181 1.06936 0.0 0.0 0.0 0.429
H 0.29657 -0.14171 -3.39100 0.0 0.0 0.0 0.141
H -2.47586 3.06159 -4.50760 0.0 0.0 0.0 0.323
H -2.84485 -3.59195 -3.47745 0.0 0.0 0.0 0.284
H 2.30381 -2.78827 2.93039 0.0 0.0 0.0 0.657
H -2.61364 -1.83045 5.00779 0.0 0.0 0.0 0.298
H 0.05707 4.25027 2.79615 0.0 0.0 0.0 0.579
H -0.31654 -4.23305 0.20060 0.0 0.0 0.0 0.597
H -2.05977 -4.98392 -4.22293 0.0 0.0 0.0 0.396
H -0.06680 5.07448 -2.67081 0.0 0.0 0.0 0.445
H -4.81070 1.67279 -0.73850 0.0 0.0 0.0 0.316
H -1.46647 2.08103 3.87300 0.0 0.0 0.0 0.419
H 3.87271 -2.37682 -3.10034 0.0 0.0 0.0 0.523
H -1.36997 -2.76277 -5.24132 0.0 0.0 0.0 0.376
H -3.30570 -1.76073 -0.72307 0.0 0.0 0.0 0.423
H -1.19491 -2.52247 5.80380 0.0 0.0 0.0 0.339
H -3.14683 0.22754 2.81001 0.0 0.0 0.0 0.362
H -3.12150 -0.40397 -1.82812 0.0 0.0 0.0 0.256
H -4.53191 -0.49286 -0.74898 0.0 0.0 0.0 0.719
H -3.29614 -1.40977 2.15754 0.0 0.0 0.0 0.430
```
Forces are in eV/Å.

Results
HOMO-LUMO gap (spin up / spin down): 0.21368 / 0.21325 Ha
HOMO level (spin up / spin down): -0.27841 / -0.27802 Ha
total energy: -177244.44221 eV
lowest unoccupied orbital energy (spin up / spin down): -1.761 / -1.762 eV
charge: +1

***

Formula: C2H6N2O
Source: the Open Molecules 2025 dataset
Level of theory: wB97M-V/def2-TZVPD

Structure (XYZ):
```
11
Properties=species:S:1:pos:R:3:forces:R:3:nbo_charge:R:1
O -1.05916 -0.63513 -1.18130 0.3 -0.6 -0.3 -0.624
N 0.75917 0.70586 -1.74167 -0.5 0.0 0.0 -0.872
N 0.22859 0.19860 0.48847 0.1 0.1 -0.3 -0.635
C -0.11380 0.03556 -0.83052 -0.2 0.2 0.7 0.778
C -0.27945 -0.66234 1.52832 -0.1 0.3 0.5 -0.415
H -0.90372 -1.42675 1.07536 -0.2 0.2 0.1 0.236
H 0.57919 0.26311 -2.63726 0.0 0.2 -0.1 0.385
H 0.52523 -1.15672 2.07446 0.2 -0.1 -0.2 0.191
H 0.62402 1.08266 0.76092 0.5 -0.2 -0.1 0.392
H 0.44567 1.66960 -1.82456 0.3 0.1 0.0 0.375
H -0.80576 -0.07445 2.28778 -0.4 -0.2 -0.2 0.190
```
Forces are in eV/Å.

Results
HOMO-LUMO gap: 0.37913 Ha
SMILES string: CNC(N)=O
HOMO level: -0.34670 Ha
total energy: -7199.31105 eV
energy above the lowest of the compared OMol25 structures with the same formula, charge and spin: 11.0 kcal per mole
lowest unoccupied orbital energy: 0.882 eV

***

Formula: C5H11NO
Source: the Open Molecules 2025 dataset
Level of theory: wB97M-V/def2-TZVPD

Structure (XYZ):
```
18
Properties=species:S:1:pos:R:3:forces:R:3:nbo_charge:R:1
O -2.52027 -2.31808 -0.16206 -0.8 -0.1 0.0 -0.729
N 0.89502 0.62721 0.47503 -0.3 -0.4 0.1 -0.300
C 0.05237 1.28813 1.15688 -0.1 0.9 0.3 -0.057
C -1.22442 -1.77282 -0.26570 0.1 0.0 0.4 -0.246
C 1.41564 -0.27325 -0.14248 0.1 -0.7 -0.2 0.184
C -0.99894 2.14541 0.52539 0.1 0.1 0.0 -0.646
C 2.71481 -0.34556 -0.82726 0.3 0.5 0.0 -0.701
H 0.15516 1.29775 2.23306 0.1 -0.1 0.1 0.191
H -1.00466 2.00086 -0.55376 0.0 0.0 0.0 0.219
H 2.53936 -0.62471 -1.86506 0.1 -0.1 0.0 0.242
H -1.01482 -1.10569 0.57827 0.1 0.0 -0.2 0.163
H -3.16652 -1.60327 -0.21182 0.2 -0.2 0.0 0.457
H -0.82258 3.20600 0.73468 -0.1 -0.1 -0.1 0.218
H -1.08861 -1.24499 -1.20488 0.2 0.2 -0.2 0.158
H 3.29870 -1.14186 -0.36751 0.0 -0.1 -0.1 0.244
H -1.98359 1.89008 0.92016 0.0 0.0 0.0 0.216
H -0.53613 -2.61123 -0.22710 0.1 0.0 0.0 0.186
H 3.28947 0.58604 -0.79584 0.1 0.0 0.0 0.200
```
Forces are in eV/Å.

Results
HOMO-LUMO gap: 0.30017 Ha
HOMO level: -0.27132 Ha
total energy: -8897.95241 eV
energy above the lowest of the compared OMol25 structures with the same formula, charge and spin: 86.4 kcal per mole
lowest unoccupied orbital energy: 0.785 eV

***

Q: The highest total energy belongs to which entry?
A: C2H6N2O

***

Q: Among the records above, which one has the lowest total energy?
A: C34H49BrN7O4P2STi

***

Q: Among the records above, which one has the lowest total energy?
A: C34H49BrN7O4P2STi

***

Q: total energy of number 1 (C9H10NOP)?
A: -22317.14624 eV